1.
ORCA calculation (ωB97M-V with the def2-TZVPD basis set) on an isolated molecule of C4H5NOS2.

Values from the calculation:
HOMO level (eV): -8.84
SMILES string: C=CC(=S)O/C=N/S
Relative energy (zero: lowest compared OMol25 entry of this formula, charge and spin) (kcal per mole): 103.0
Orbital gap (eV): 7.93
E_tot (Ha): -1081.62905

XYZ file:
```
13
Properties=species:S:1:pos:R:3:forces:R:3:mulliken_charge:R:1
C 0.635755 0.389148 0.646496 -0.520 2.842 -3.285 0.102
C -1.062255 -1.239543 -0.355772 2.286 1.291 0.913 0.449
C -2.525032 -1.171352 -0.652170 -2.130 -1.759 -2.312 -0.166
C -3.164287 0.012943 -0.548082 0.868 0.083 0.601 -0.475
H 2.188740 3.629331 0.489016 0.324 -1.950 0.216 0.168
H 1.243037 -0.545278 1.168336 -1.636 2.847 -1.348 0.277
H -3.193782 -2.067042 -1.233038 2.621 2.189 2.053 0.212
H -4.250956 0.111929 -0.829243 1.510 0.115 0.419 0.281
H -2.470776 0.825787 -0.134442 -1.981 -0.744 -0.732 0.244
N 0.884719 1.683674 0.213637 0.706 -5.487 2.816 -0.265
O -0.660109 0.076433 0.016506 1.269 -1.621 1.213 -0.341
S 2.478107 2.237295 0.666564 -1.129 1.642 -0.290 -0.165
S 0.163550 -2.380988 -0.393499 -2.186 0.551 -0.264 -0.321
```
Positions in Å, forces in eV/Å.

=====

2.
ORCA calculation (ωB97M-V with the def2-TZVPD basis set) on an isolated molecule of C4H5NS2.

Values from the calculation:
HOMO level (eV): -9.43
SMILES string: C[C@](S)(C#N)C=S
Relative energy (zero: lowest compared OMol25 entry of this formula, charge and spin) (kcal per mole): 37.4
Orbital gap (eV): 8.46
E_tot (Ha): -1006.49383

XYZ file:
```
12
Properties=species:S:1:pos:R:3:forces:R:3:mulliken_charge:R:1
C 0.611361 0.247187 1.098884 -0.758 0.439 -1.020 -1.355
C -0.026644 -0.063500 -0.283563 0.669 1.026 -0.443 0.902
C -1.275548 -0.887793 -0.064706 -0.232 -0.126 -1.063 -0.494
C -0.353668 1.250365 -0.946863 0.048 -0.839 0.573 0.016
H -0.177848 0.716077 1.657784 -0.280 0.152 0.666 0.401
H 0.917822 -0.674873 1.540926 0.326 -0.467 0.441 0.376
H 1.408731 0.977464 1.026997 0.299 -0.166 -0.154 0.407
H 2.174913 -0.332851 -1.221436 1.537 1.401 0.326 0.153
H -1.068104 -1.776627 0.508538 0.040 -0.266 0.416 0.320
N -0.646661 2.309385 -1.283029 0.202 -0.201 -0.128 -0.402
S 1.164191 -1.103352 -1.312808 -2.421 -1.023 0.010 -0.148
S -2.728546 -0.661482 -0.720730 0.570 0.070 0.376 -0.175
```
Positions in Å, forces in eV/Å.

=====

3.
ORCA calculation (ωB97M-V with the def2-TZVPD basis set) on an isolated molecule of C4H5NS2.

Values from the calculation:
HOMO level (eV): -9.04
SMILES string: S=CC(=S)[C@@H]1CN1
Relative energy (zero: lowest compared OMol25 entry of this formula, charge and spin) (kcal per mole): 103.4
Orbital gap (eV): 6.98
E_tot (Ha): -1006.38875

XYZ file:
```
12
Properties=species:S:1:pos:R:3:forces:R:3:mulliken_charge:R:1
C -1.845002 1.271975 -0.047375 0.108 -3.024 -1.406 -0.330
C -0.330097 0.972263 -0.320945 -0.782 6.162 2.736 0.243
C 0.178504 -0.304567 -0.189838 2.412 -2.215 -1.914 -0.326
C 1.204304 -0.919516 0.640029 1.282 -0.148 3.103 -0.259
H -2.078621 2.343849 0.107543 0.068 -0.823 -0.062 0.340
H -0.428692 -1.076041 -0.406836 -2.991 -1.917 -0.766 0.499
H 1.832193 -0.188156 1.329371 -1.417 -1.807 -1.314 0.245
H 0.771514 -1.958507 1.145300 1.794 2.643 -1.393 0.230
H 1.461648 -1.740362 -1.289255 -0.158 2.962 1.318 0.265
N 1.549143 -0.744861 -0.779788 -0.784 -2.568 0.188 -0.515
S -2.946121 -0.012629 -0.112775 1.573 2.576 0.349 -0.194
S 0.631226 2.356551 -0.075427 -1.105 -1.841 -0.838 -0.197
```
Positions in Å, forces in eV/Å.

=====

4.
ORCA calculation (ωB97M-V with the def2-TZVPD basis set) on a 2-piece molecular cluster, C4H5NS2 overall.

Values from the calculation:
HOMO level (spin up / spin down) (eV): -8.08 / -8.50
Relative energy (zero: lowest compared OMol25 entry of this formula, charge and spin) (kcal per mole): 157.3
Orbital gap (spin up / spin down) (eV): 6.62 / 7.73
E_tot (Ha): -1006.30281

XYZ file:
```
12
Properties=species:S:1:pos:R:3:forces:R:3:mulliken_charge:R:1
C -1.512010 -1.041961 0.523198 -0.380 1.063 0.912 0.426
C 1.544557 1.266464 -0.705226 1.857 -0.950 -0.532 0.176
C -0.035685 -0.929233 1.033069 -2.177 1.131 0.091 -0.519
C -1.000735 0.215699 0.838412 1.398 0.452 0.195 -0.305
N -2.400107 -1.879872 0.211353 0.787 -1.066 -0.073 -0.620
S 2.546120 0.037138 -0.371244 -1.022 1.682 -0.573 -0.195
S 1.506549 2.534951 -1.833722 -0.746 -0.010 0.463 -0.141
H 0.456409 -1.037096 1.989601 -0.277 -0.542 0.199 0.267
H 0.555174 -1.084463 0.172658 0.899 -0.522 -0.631 0.136
H -0.984248 1.261983 1.282958 -0.691 -1.711 -0.802 0.372
H -3.188004 -1.719952 -0.406919 0.133 0.911 0.358 0.257
H 2.511979 2.376343 -2.734139 0.221 -0.437 0.392 0.146
```
Positions in Å, forces in eV/Å.

=====

5.
ORCA calculation (ωB97M-V with the def2-TZVPD basis set) on an isolated molecule of C4H5NS3.

Values from the calculation:
HOMO level (eV): -8.71
SMILES string: S=CN/C=C/SC=S
Relative energy (zero: lowest compared OMol25 entry of this formula, charge and spin) (kcal per mole): 66.9
Orbital gap (eV): 7.88
E_tot (Ha): -1404.62640

XYZ file:
```
13
Properties=species:S:1:pos:R:3:forces:R:3:mulliken_charge:R:1
C -2.935535 0.563092 -0.043088 -3.359 -0.081 1.101 -0.002
C -0.594722 -0.196199 0.061569 3.081 2.998 0.250 -0.138
C 0.765273 0.071481 0.426983 -4.542 -3.679 -2.087 -0.467
C 3.374948 -0.914530 -0.314802 0.492 2.761 -1.025 -0.254
H -3.793242 1.282371 0.501937 2.927 -1.315 -1.553 0.205
H -1.509947 1.728145 0.803221 0.277 -2.919 -1.748 0.324
H -0.915647 -0.980554 -0.610563 0.025 -0.451 0.561 0.312
H 0.986036 1.038773 0.783803 1.047 0.584 0.695 0.411
H 3.965929 -1.799784 -0.506072 0.265 -0.172 0.128 0.311
N -1.634100 0.807118 0.196584 0.945 2.049 2.168 -0.180
S -3.599153 -0.756854 -0.787065 0.577 0.710 0.153 -0.329
S 1.800171 -1.469456 0.209493 0.254 2.844 0.174 0.004
S 4.089993 0.626393 -0.722004 -1.990 -3.330 1.182 -0.196
```
Positions in Å, forces in eV/Å.

=====

6.
ORCA calculation (ωB97M-V with the def2-TZVPD basis set) on an isolated molecule of C4H5NS3.

Values from the calculation:
HOMO level (eV): -8.80
SMILES string: S=CC1=NSC[C@@H]1S
Relative energy (zero: lowest compared OMol25 entry of this formula, charge and spin) (kcal per mole): 53.0
Orbital gap (eV): 7.60
E_tot (Ha): -1404.64862

XYZ file:
```
13
Properties=species:S:1:pos:R:3:forces:R:3:mulliken_charge:R:1
C -0.217091 0.511183 0.361320 0.951 0.636 3.305 -0.301
C -1.713396 0.176478 0.879192 4.414 -2.136 -0.335 -0.623
C 0.374867 -0.690691 -0.318475 -4.323 -0.268 -0.163 0.601
C 1.688425 -0.951930 -0.723561 1.776 -2.332 -3.116 -0.252
H 1.144190 2.113181 -0.340686 -1.064 0.093 -0.948 0.153
H 0.444722 0.729042 1.261517 -0.965 0.332 -1.097 0.379
H -1.462917 -0.532033 1.749352 -0.990 0.924 -1.024 0.273
H -2.299731 1.008773 1.179415 -0.502 0.646 -0.193 0.414
H 1.881678 -1.662678 -1.712768 -1.043 1.655 2.713 0.260
N -0.583103 -1.381865 -0.838365 0.345 -0.785 -0.967 -0.527
S -0.105505 1.811717 -0.888513 1.218 0.941 0.822 -0.146
S -2.103592 -0.817977 -0.581978 -1.306 -0.485 0.231 0.015
S 2.951450 -0.313198 -0.026449 1.489 0.781 0.770 -0.247
```
Positions in Å, forces in eV/Å.

=====

7.
ORCA calculation (ωB97M-V with the def2-TZVPD basis set) on an isolated ion of composition C4H5O2 and charge +1.

Values from the calculation:
HOMO level (spin up / spin down) (eV): -11.70 / -18.44
Relative energy (zero: lowest compared OMol25 entry of this formula, charge and spin) (kcal per mole): 1.3
Orbital gap (spin up / spin down) (eV): 7.20 / 9.74
Spin multiplicity: 3
Net charge: +1
E_tot (Ha): -305.42015

XYZ file:
```
11
Properties=species:S:1:pos:R:3:forces:R:3:lowdin_spin:R:1
C 0.641417 0.957429 0.431406 -0.275 1.576 1.129 0.386
C 1.798433 -0.544706 -0.370904 5.854 -4.026 -2.757 0.647
C -0.169362 -0.026283 -0.100477 -3.536 -0.361 0.043 0.267
C -1.648636 -0.178646 0.042462 1.017 0.702 -3.942 0.054
O 1.886331 0.574532 0.232377 0.607 6.632 3.677 0.325
O 0.597177 -0.969733 -0.554376 -4.904 -2.473 -1.266 0.233
H 0.332503 1.818062 1.045324 0.626 -0.375 -0.552 0.010
H 2.698293 -1.040224 -0.603402 0.307 -0.868 -0.350 0.033
H -1.870958 -1.206477 -0.065493 -0.415 -1.315 1.135 0.007
H -2.323385 0.152142 -0.859218 1.705 0.078 0.989 0.031
H -1.941810 0.463906 0.802306 -0.985 0.429 1.896 0.006
```
Positions in Å, forces in eV/Å.

=====

8.
ORCA calculation (ωB97M-V with the def2-TZVPD basis set) on an isolated ion of composition C4H5O2S and charge -1.

Values from the calculation:
HOMO level (eV): -3.74
Relative energy (zero: lowest compared OMol25 entry of this formula, charge and spin) (kcal per mole): 80.1
Orbital gap (eV): 7.41
Net charge: -1
E_tot (Ha): -704.00930

XYZ file:
```
12
Properties=species:S:1:pos:R:3:forces:R:3:mulliken_charge:R:1
C -0.202634 0.445266 0.161482 -7.671 -0.243 0.122 0.213
C -1.473818 0.584773 0.308291 5.484 -0.021 -0.920 -0.509
C 1.256024 -1.590476 0.422871 2.041 1.587 -0.049 -1.207
C 1.091759 -0.107636 0.002271 1.238 -0.796 -1.484 -0.242
O -3.150968 1.275180 -1.613217 0.163 0.437 1.592 -0.608
O -1.980628 3.014202 -0.234421 -1.386 -1.049 0.090 -0.604
S -2.864196 1.781980 -0.216622 1.185 0.790 -1.557 0.446
H 2.319227 -1.795177 0.354903 0.400 -0.255 -0.215 0.345
H 0.765011 -2.344902 -0.102474 -1.106 -0.642 -1.689 0.366
H 1.033066 -1.848688 1.406295 -0.681 0.340 2.088 0.383
H 1.563153 -0.032846 -1.049393 -1.183 0.080 1.202 0.195
H 1.644004 0.618325 0.560014 1.515 -0.228 0.821 0.222
```
Positions in Å, forces in eV/Å.

=====

9.
ORCA calculation (ωB97M-V with the def2-TZVPD basis set) on C4H5O2Sc as an isolated structure.

Values from the calculation:
HOMO level (eV): -29.04
Orbital gap (eV): 5.60
Net charge: +4
E_tot (Ha): -1064.43233

XYZ file:
```
12
Properties=species:S:1:pos:R:3:forces:R:3:mulliken_charge:R:1
H -1.790745 0.385712 -1.474814 0.243 0.843 -0.114 0.452
C -0.070014 -0.547094 -0.569464 -0.862 1.271 -1.165 -0.158
C -1.093922 0.518213 -0.617446 0.831 -5.412 -2.896 0.225
O -1.386179 1.171208 0.370671 -2.819 4.931 3.716 -0.495
Sc -2.683497 2.580735 1.126393 1.056 -1.194 -0.501 2.429
H -0.043400 -1.225624 -1.429193 -0.140 0.061 -0.077 0.510
O 2.344804 0.294545 -0.086817 -1.008 -0.223 0.207 -0.152
C 1.253749 -0.272079 0.035114 1.210 -0.258 1.211 0.651
C 0.429047 -1.079892 0.842538 0.718 0.402 0.397 -0.535
H 2.407814 0.910156 -0.847941 0.740 0.130 -0.610 0.460
H -0.020535 -0.588549 1.716190 0.233 -0.277 -0.051 0.259
H 0.652878 -2.147336 0.934764 -0.201 -0.274 -0.119 0.354
```
Positions in Å, forces in eV/Å.

=====

10.
ORCA calculation (ωB97M-V with the def2-TZVPD basis set) on C4H5O2Tb as an isolated structure.

Values from the calculation:
HOMO level (spin up / spin down) (eV): -6.58 / -6.21
Relative energy (zero: lowest compared OMol25 entry of this formula, charge and spin) (kcal per mole): 0.0
Orbital gap (spin up / spin down) (eV): 6.07 / 5.97
Spin multiplicity: 7
E_tot (Ha): -1130.16048

XYZ file:
```
12
Properties=species:S:1:pos:R:3:forces:R:3:lowdin_spin:R:1
O -2.012245 1.677427 -0.250622 -2.740 -3.007 3.847 -0.001
C -1.753188 0.558918 -0.984790 3.496 -1.585 -3.274 -0.002
C -0.576515 -0.140259 -0.854282 -1.773 0.618 -0.814 0.000
C 0.379883 -0.024477 0.202082 1.269 -0.552 0.577 -0.005
C 1.542372 -0.765336 0.200301 -1.942 0.375 -0.862 -0.003
O 2.431277 -0.816654 1.128447 1.583 0.576 2.720 -0.029
Tb 3.272840 -0.214400 3.328564 -0.776 -0.524 -2.063 6.044
H -2.325512 0.427112 -1.914699 -0.050 0.042 0.499 0.000
H -2.473325 0.952044 0.420393 1.008 3.924 -0.999 0.000
H -0.349647 -0.839455 -1.666028 -0.220 -0.035 0.384 0.000
H 0.151104 0.604876 1.067293 0.128 -0.062 -0.273 -0.003
H 1.712959 -1.419795 -0.676658 0.016 0.230 0.258 -0.001
```
Positions in Å, forces in eV/Å.